Record 1
Molecular formula: C6H39NO12S
Method: DFT, wB97M-V/def2-TZVPD

```
59
Properties=species:S:1:pos:R:3:nbo_charge:R:1
C 0.711 -0.698 -0.031 -0.466
C 0.865 -1.278 -1.423 -0.428
C 2.139 -2.045 -1.767 -0.546
S 3.436 -1.872 -0.553 -0.090
C -0.585 0.066 0.141 -0.283
N -0.626 1.396 -0.409 -0.690
C -1.477 1.658 -1.648 -0.242
C -2.883 1.564 -1.097 -0.636
H 0.413 -1.641 0.496 0.236
H 1.621 -0.131 0.281 0.246
H 0.729 -0.449 -2.208 0.207
H 0.026 -1.979 -1.666 0.204
H 2.035 -3.087 -2.062 0.237
H 2.631 -1.637 -2.711 0.235
H 3.428 -2.846 0.423 0.159
H -1.591 -0.277 -0.039 0.210
H -0.841 0.190 1.321 0.241
H 0.364 1.425 -0.707 0.397
H -1.463 0.829 -2.494 0.213
H -1.205 2.552 -2.138 0.208
H -3.509 0.602 -1.198 0.169
H -3.657 2.183 -1.403 0.229
H -2.958 1.607 -0.009 0.227
H 2.884 2.604 -1.141 0.490
H 3.426 1.194 -1.209 0.502
O 2.650 1.786 -1.657 -0.982
H -1.773 2.843 2.323 0.462
H -1.054 2.188 0.990 0.524
O -1.461 2.156 1.939 -1.028
H -1.534 -2.089 -3.123 0.466
H -1.893 -1.280 -4.415 0.473
O -1.117 -1.473 -3.665 -0.932
H -2.019 0.933 2.973 0.516
H -0.939 0.169 3.720 0.464
O -1.735 0.065 3.295 -0.977
H -1.242 -2.619 -0.282 0.486
H 0.035 -3.408 0.352 0.485
O -0.954 -3.487 0.133 -0.966
H -0.093 3.853 -0.390 0.478
H 0.482 4.567 0.852 0.466
O -0.202 4.640 0.203 -0.942
H -1.515 -3.097 2.749 0.505
H -1.411 -1.590 3.219 0.503
O -0.924 -2.369 3.078 -0.990
H 2.797 3.096 1.547 0.466
H 2.197 1.708 1.739 0.505
O 2.690 2.253 1.125 -0.972
H 0.618 -2.475 2.502 0.503
H 1.896 -3.343 2.853 0.471
O 1.499 -2.772 2.203 -1.011
H 2.621 2.026 -3.516 0.487
H 2.423 0.461 -3.284 0.466
O 2.753 1.166 -3.988 -0.958
H -4.183 -2.207 -0.641 0.484
H -3.554 -0.710 -0.333 0.486
O -3.455 -1.709 -0.356 -0.975
H 1.363 -0.444 3.475 0.483
H 1.512 0.769 4.228 0.459
O 1.608 0.460 3.405 -0.936
```

Computed properties:
E_HOMO	-8.6355	eV
ΔE to the lowest compared entry with this formula, charge and spin	704.3	kJ/mol
total charge	0
largest force on an atom	8.825	eV/Å


Record 2
Molecular formula: C6H39NO13
Method: DFT, wB97M-V/def2-TZVPD

```
59
Properties=species:S:1:pos:R:3:mulliken_spin:R:1
C -0.747 -0.550 -0.029 -0.004
C 0.081 -0.941 1.293 -0.016
C 0.235 -0.120 2.530 0.015
C -0.563 0.800 4.644 0.006
C -0.820 0.105 3.545 -0.003
C -2.113 -0.478 3.203 0.005
N -1.475 0.649 0.130 0.683
H -0.104 -0.437 -0.967 0.102
H -1.421 -1.434 -0.307 0.164
H -0.221 -1.854 1.655 0.025
H 1.027 -1.328 0.940 0.016
H 0.395 0.848 1.995 0.008
H 1.097 -0.501 2.999 0.000
H 0.177 1.623 4.762 0.000
H -1.408 0.920 5.398 0.000
H -2.372 -0.383 2.225 -0.008
H -2.827 0.262 3.752 0.000
H -2.516 -1.458 3.715 -0.002
H -1.683 0.802 1.238 0.001
H -2.353 0.755 -0.301 -0.022
H -3.497 4.006 -0.556 0.000
H -2.508 2.905 -1.233 0.000
O -2.597 3.804 -0.806 0.002
H -0.105 4.849 0.488 0.000
H -0.773 3.405 0.874 -0.002
O 0.121 3.871 0.857 0.001
H -1.862 -1.851 -3.493 0.000
H -2.424 -1.610 -2.052 0.003
O -1.624 -1.486 -2.622 0.002
H 3.976 0.704 -3.326 0.000
H 2.487 0.557 -3.697 0.000
O 3.419 0.097 -3.843 0.000
H -1.780 -3.512 1.704 0.000
H -0.833 -3.209 0.524 0.000
O -1.694 -3.654 0.753 0.008
H 3.109 2.398 -1.142 0.000
H 4.390 2.225 -0.183 0.000
O 4.095 2.202 -1.094 0.000
H -2.340 0.077 -2.747 0.000
H -3.346 0.979 -3.230 0.000
O -2.518 1.060 -2.833 0.000
H 3.494 -2.563 1.304 0.000
H 3.208 -4.065 1.278 0.000
O 3.003 -3.158 0.790 0.000
H -0.205 1.532 -1.694 0.007
H -0.839 2.092 -3.037 0.000
O -0.122 1.613 -2.664 0.008
H -2.473 -3.317 -1.249 -0.002
H -3.698 -3.451 -0.584 0.000
O -3.327 -3.076 -1.401 0.001
H 1.679 -2.970 -1.701 0.000
H 1.739 -3.420 -0.295 0.000
O 1.094 -3.079 -0.928 0.001
H 2.892 0.148 2.409 0.000
H 4.034 -0.708 2.059 0.000
O 3.639 -0.384 2.772 0.000
H 1.016 2.905 -0.271 0.000
H 1.072 3.049 -1.856 0.000
O 1.472 2.639 -1.158 0.001
```

Computed properties:
E_HOMO (alpha / beta)	-12.5573 / -12.5570	eV
multiplicity	2
ΔE to the lowest compared entry with this formula, charge and spin	735.7	kJ/mol
total charge	+1
largest force on an atom	7.092	eV/Å
<S²>	0.755


Record 3
Molecular formula: C6H3Cl2CoNO3PrS
Method: DFT, wB97M-V/def2-TZVPD

```
18
Properties=species:S:1:pos:R:3:mulliken_spin:R:1
Pr 0.159 -0.956 -3.521 2.032
Co 0.339 -0.902 1.296 2.756
Cl -0.840 1.256 -2.946 -0.022
Cl 0.092 -1.654 -0.818 0.078
C -0.600 -2.022 2.310 0.064
C -0.282 -0.139 -5.865 0.002
C 0.465 -2.663 -5.737 -0.003
O -1.132 -2.405 3.285 0.011
O -0.494 0.210 -6.935 0.001
O 0.409 -2.865 -6.874 0.001
S -0.725 2.780 3.082 -0.041
C 0.669 2.252 3.998 0.371
C 1.048 0.992 3.611 0.397
N 0.248 0.463 2.573 -0.018
C -0.819 1.292 2.286 0.318
H 1.166 2.899 4.719 0.009
H 1.858 0.403 4.012 0.009
H -1.559 1.060 1.525 0.034
```

Computed properties:
E_HOMO (alpha / beta)	-23.6418 / -23.6846	eV
multiplicity	7
ΔE to the lowest compared entry with this formula, charge and spin	0.0	kJ/mol
total charge	+4
largest force on an atom	11.879	eV/Å
<S²>	12.029


Record 4
Molecular formula: C6H3Cl2LaNO3SSm
Method: DFT, wB97M-V/def2-TZVPD

```
18
Properties=species:S:1:pos:R:3:mulliken_spin:R:1
La 2.608 -4.808 -1.026 0.003
Sm 1.351 -1.860 1.185 5.069
Cl 3.680 -3.345 1.132 -0.006
Cl -0.319 -3.064 -0.290 -0.023
C 0.467 0.177 -0.177 -0.013
C 4.200 -6.016 0.256 0.000
C 3.716 -6.504 -2.182 0.000
O -0.098 1.152 -0.016 0.001
O 5.089 -6.692 0.499 0.000
O 4.447 -7.389 -2.441 0.000
S -0.104 1.280 4.153 0.001
C -1.581 0.743 3.383 -0.005
C -1.310 0.135 2.187 0.002
N 0.016 -0.369 2.211 -0.029
C 0.809 0.437 3.016 0.002
H -2.507 1.071 3.832 0.000
H -2.029 -0.091 1.402 -0.001
H 1.826 0.820 2.857 -0.001
```

Computed properties:
E_HOMO (alpha / beta)	-21.7569 / -21.7626	eV
multiplicity	6
ΔE to the lowest compared entry with this formula, charge and spin	36.4	kJ/mol
total charge	+4
largest force on an atom	12.093	eV/Å
<S²>	8.763


Record 5
Molecular formula: C6H3Cl3OS
Method: DFT, wB97M-V/def2-TZVPD

```
14
Properties=species:S:1:pos:R:3:nbo_charge:R:1
C -0.579 0.414 -0.326 -0.061
C 0.251 -0.520 1.333 -0.087
C -1.824 0.602 0.063 -0.217
C -0.742 -0.457 2.216 -0.334
C 0.338 0.764 -1.433 0.513
C 1.481 -0.231 -1.410 -0.723
O -0.028 1.559 -2.275 -0.491
S -2.292 0.150 1.727 0.432
Cl 1.831 -1.014 1.614 0.091
Cl -3.089 1.336 -0.877 0.080
Cl -0.728 -1.149 3.789 0.058
H 1.051 -1.319 -1.410 0.254
H 2.185 -0.020 -0.640 0.247
H 2.144 -0.115 -2.370 0.237
```

Computed properties:
E_HOMO	-9.2352	eV
ΔE to the lowest compared entry with this formula, charge and spin	174.5	kJ/mol
total charge	0
largest force on an atom	4.728	eV/Å


Record 6
Molecular formula: C6H3N2O2
Method: DFT, wB97M-V/def2-TZVPD

```
13
Properties=species:S:1:pos:R:3:nbo_charge:R:1
C -1.926 -0.321 -1.084 -0.096
C -2.959 -0.938 -0.118 0.447
C -3.427 0.412 0.362 0.435
C -0.475 -0.022 -0.563 0.205
C -2.235 1.007 -0.211 0.165
C 0.846 -0.318 -0.776 -0.553
N -2.594 0.940 -1.522 -0.525
N -0.847 1.052 0.309 -0.647
O -3.130 -2.077 0.266 -0.595
O -4.433 0.807 0.890 -0.586
H 1.574 0.118 -0.054 0.188
H 1.187 -1.102 -1.476 0.200
H -0.256 1.906 0.133 0.364
```

Computed properties:
E_HOMO	-3.9753	eV
ΔE to the lowest compared entry with this formula, charge and spin	266.6	kJ/mol
total charge	-1
largest force on an atom	1.982	eV/Å


Record 7
Molecular formula: C6H3NO
Method: DFT, wB97M-V/def2-TZVPD

```
11
Properties=species:S:1:pos:R:3:nbo_charge:R:1
C -3.006 -0.333 0.191 -0.159
C -1.833 -0.012 -0.069 -0.040
C -0.406 0.078 -0.236 0.076
C 0.462 -0.939 -0.176 -0.276
C 1.832 -0.245 -0.072 0.480
O 2.900 -0.841 0.146 -0.451
C 1.506 1.228 0.015 0.009
N 0.228 1.390 -0.054 -0.340
H -4.038 -0.444 0.194 0.234
H 0.189 -1.954 -0.178 0.243
H 2.166 2.072 0.240 0.225
```

Computed properties:
E_HOMO	-9.7036	eV
ΔE to the lowest compared entry with this formula, charge and spin	198.5	kJ/mol
total charge	0
largest force on an atom	5.330	eV/Å
SMILES	C#CC1=CC(=O)C=N1


Record 8
Molecular formula: C6H3P
Method: DFT, wB97M-V/def2-TZVPD

```
10
Properties=species:S:1:pos:R:3:nbo_charge:R:1
C -1.040 1.535 1.587 -0.136
C -0.895 -2.747 0.488 -0.059
C 1.496 1.371 -2.402 -0.461
C -0.264 0.674 1.340 -0.405
C -0.150 -1.912 0.901 -0.489
C 1.493 0.635 -1.509 -0.044
P 0.956 -0.642 1.203 0.897
H -1.544 2.457 1.537 0.238
H -1.578 -3.415 0.019 0.244
H 1.527 2.044 -3.166 0.216
```

Computed properties:
E_HOMO (alpha / beta)	-10.1910 / -8.9121	eV
ΔE to the lowest compared entry with this formula, charge and spin	0.0	kJ/mol
total charge	0
largest force on an atom	7.130	eV/Å


Question: What is the formula in the second record?
Answer: C6H39NO13